Molecular formula: C21H56IN4O8
Method: DFT, the ωB97M-V functional and the def2-TZVPD basis

Geometry as XYZ:
```
90
Properties=species:S:1:pos:R:3
I 5.62145 1.96048 2.08165
O -0.90582 4.28654 1.77270
O -1.02871 -6.71285 -5.06850
O -6.04582 -0.14896 -0.03659
O 4.99424 6.33396 3.32436
O -0.86143 -0.41436 -2.22733
O 3.35857 -2.98219 2.91525
O -0.04479 -5.83463 -2.36980
O 1.42204 0.94428 5.16066
N 3.19208 1.01133 0.66444
N 1.75162 3.10551 0.91651
N 0.59018 0.29811 2.84062
N 1.09036 1.35494 -0.80288
C 5.63452 6.98094 2.23442
C 2.81215 -4.26095 2.62765
C 2.83885 3.17968 2.00817
C -2.96937 -7.11990 -6.42784
C 3.20947 0.70722 3.35870
C -7.38342 0.04913 -0.47028
C 1.95201 1.77614 0.18233
C 1.64331 0.64297 3.86942
C 6.97103 6.32481 1.95619
C -7.40161 0.91741 -1.71121
C -2.26161 5.35291 0.09808
C 0.14654 -4.43386 -2.50299
C -2.43210 -6.51157 -5.14900
C -1.19170 -3.74139 -2.65723
C 3.80307 -5.07824 1.82498
C -0.71717 1.02451 3.06331
C -3.16794 0.10986 -2.65731
C -2.24343 4.48463 1.33901
C 0.41570 -1.19114 2.64621
C -2.02672 0.16903 -1.66318
C 3.43517 1.64263 2.01899
H -6.94299 1.89099 -1.50966
H -0.63931 0.09044 -3.02837
H 0.66343 -4.07326 -1.60880
H 3.39879 -6.06897 1.59880
H 3.99191 1.25974 0.02239
H -1.72217 -4.11543 -3.53898
H -2.28086 -0.38554 -0.75508
H -1.80208 1.20308 -1.38461
H -1.00350 1.51952 2.01612
H -5.66772 0.72597 0.15669
H -2.81081 4.94897 2.15129
H -7.82241 -0.93032 -0.68183
H 3.92521 1.13119 4.19647
H 5.76060 8.03987 2.47956
H 1.15304 -1.51337 1.76777
H 6.83767 5.26297 1.72457
H -2.90909 0.64518 -3.57667
H -2.49219 -6.66663 -7.30285
H -2.89521 -6.98253 -4.27692
H -4.07540 0.55163 -2.23601
H 0.67081 -1.84899 3.58063
H 7.62023 6.37960 2.83616
H -8.42556 1.07602 -2.06121
H -0.66905 -1.44496 2.24583
H -2.75052 -8.19211 -6.46555
H 4.98113 6.90453 1.36033
H 4.74105 -5.19669 2.37735
H -0.52772 5.16147 1.96598
H -1.59750 0.32035 3.41706
H 3.54794 -2.54672 2.06653
H -2.68241 3.50518 1.12746
H -4.05110 -6.97732 -6.50307
H -0.65181 1.88442 3.87711
H -1.68122 4.88786 -0.70555
H -2.63556 -5.43714 -5.10975
H 0.70221 0.37441 -0.76207
H 4.04894 -4.57451 0.88444
H -0.62614 -6.28376 -5.84286
H 3.74797 3.89303 1.71009
H -3.37797 -0.92669 -2.94085
H 5.57865 6.41472 4.09751
H -0.49690 -6.14636 -3.17245
H -1.83131 -3.94290 -1.79164
H 2.47287 3.59667 3.04022
H 2.58616 -4.75693 3.57618
H -1.80299 6.32649 0.29963
H -1.06204 -2.65997 -2.75651
H 7.47567 6.80909 1.11539
H 3.49678 -0.39757 3.04298
H 0.85294 1.94193 -1.63408
H 1.87631 -4.12707 2.07664
H 0.78701 -4.24785 -3.37047
H 0.87309 2.99393 1.46989
H -7.95080 0.51347 0.34200
H -3.28556 5.51152 -0.25191
H -6.82122 0.45236 -2.51485
```

Properties
HOMO energy, eV: -11.4
DFT total energy, eV: -53113.4423
Charge: +1

Results of the Löwdin charge analysis, in e, for atoms 1 through 6:
1. I 0.94
2. O -0.13
3. O -0.09
4. O -0.10
5. O -0.11
6. O -0.12

Molecular formula: C21H56N4O6
Method: DFT, the ωB97M-V functional and the def2-TZVPD basis

Geometry as XYZ:
```
87
Properties=species:S:1:pos:R:3
O -3.39915 1.09806 2.41541
O 0.41694 -1.17054 5.13137
O 0.06393 -2.74292 -8.35473
O 0.75224 5.56568 0.74104
O 0.32821 0.08537 2.54003
O 4.03755 -2.72845 -3.27518
N -0.51423 6.41116 2.95854
N -0.47042 -4.62987 5.78506
N 2.49866 -2.39592 -6.58281
N -4.19008 0.06527 -0.28574
C 3.14800 -3.13185 -5.52291
C 3.03585 -2.37807 -4.19762
C -0.13995 -3.50889 4.87761
C -0.64039 -2.40801 -9.51312
C 1.10002 -2.05131 -6.29910
C -0.48415 -2.17929 5.56580
C -0.88188 -3.63687 3.57773
C 0.36716 -1.62736 -7.54365
C -2.20632 6.13548 1.12833
C 2.15997 -1.37401 1.71662
C -2.59241 2.20721 2.80148
C -2.29467 -1.49421 -0.20196
C 1.11592 -0.30179 1.42849
C 0.14348 0.04504 5.76973
C -3.32081 -0.73405 0.64720
C 1.76481 0.95760 0.86048
C 4.23222 -1.75494 -2.26236
C -2.62446 0.29233 1.54267
C -1.22902 5.42874 2.07878
C -0.19814 4.64698 1.28282
C 1.21082 5.19521 -0.54695
H 2.80282 -1.11855 2.56390
H 2.65073 1.22683 1.43760
H -0.03415 -2.01609 -10.33493
H -4.29253 0.95179 0.19026
H 2.07772 0.72416 -0.16101
H -0.61888 3.92828 0.57109
H -0.86508 7.34648 2.74308
H -1.40969 -1.64657 -9.31279
H 1.43867 4.12579 -0.61900
H -1.62360 1.90631 3.21140
H 0.45565 -0.75059 0.67522
H -2.72660 5.44983 0.45575
H 2.05025 -2.50944 -3.71562
H 0.40341 6.55364 2.53369
H 0.40276 3.95132 1.88685
H 0.97180 -1.28420 -5.53839
H -5.10351 -0.31363 -0.48954
H -1.23906 -3.25970 -9.83794
H 4.20127 -3.26440 -5.77199
H 1.66439 -2.32321 1.91698
H -1.64793 6.77734 0.43473
H -1.72300 -2.10010 0.50866
H 1.03037 -0.95056 -8.09830
H 2.50440 -2.92460 -7.44651
H -0.14262 -4.42673 6.72125
H -1.47824 -1.81489 5.26248
H -0.56402 -1.14782 -7.22186
H 0.37848 -0.54187 3.27552
H 3.33618 -1.39906 -1.75136
H -3.04068 2.71686 3.65452
H -0.81454 0.52328 5.52924
H -1.67476 -0.85461 -0.82545
H 2.74141 -4.12889 -5.29346
H 0.63268 -2.98823 -5.95308
H 4.79139 -0.96681 -2.77319
H -0.53232 -2.31284 6.65173
H -2.82389 -2.16054 -0.88315
H -1.94230 0.86629 0.91060
H -0.50739 -4.52155 3.05015
H -1.83091 4.96153 2.86051
H -0.73718 -2.80596 2.88748
H -2.05018 -0.39040 2.18105
H 0.56391 5.55342 -1.34447
H 2.92263 -1.28416 -4.29022
H 0.94571 -3.54692 4.77300
H 0.10685 -0.08949 6.86043
H -1.47483 -4.75172 5.87166
H -1.94417 -3.84457 3.71995
H 0.88327 0.84022 5.66885
H -3.94937 -1.38437 1.26449
H 4.90396 -2.14066 -1.49709
H 2.83518 -1.38649 0.85990
H -2.48303 2.85732 1.93534
H -2.90179 6.81671 1.61795
H 2.22455 5.59553 -0.63671
H 1.06610 1.79151 0.84774
```

Properties
Structure (SMILES): COC[C@H](C)N.COC[C@H](C)N.COC[C@H](C)N.COCCNCCOC.CC(C)O
HOMO energy, eV: -8.8
DFT total energy, eV: -40925.9205
Charge: 0
Relative energy (zero: lowest compared OMol25 entry of this formula, charge and spin), kcal per mole: 35.0

Results of the Löwdin charge analysis, in e, for atoms 1 through 6:
1. O -0.16
2. O -0.20
3. O -0.18
4. O -0.21
5. O -0.07
6. O -0.18

Molecular formula: C21H57BF4O8V
Method: DFT, the ωB97M-V functional and the def2-TZVPD basis

Geometry as XYZ:
```
92
Properties=species:S:1:pos:R:3
V 3.21513 -1.47167 0.14949
F 0.41788 -0.65728 2.01252
F -0.23218 1.00098 0.57160
F -0.78742 -1.20613 0.17694
F 1.35227 -0.46031 -0.13197
O 2.48666 1.81129 2.54640
O 3.37533 -1.42275 -2.04617
O 4.27093 2.14487 -1.95268
O -2.62040 1.20067 2.04659
O -4.14853 3.43871 1.48375
O 1.80707 -3.26507 0.10243
O 3.43050 -1.33622 2.22922
O -0.42670 -3.58797 -0.79654
C -2.64429 -4.51345 -1.02546
C -4.13354 0.45614 3.65663
C -1.33432 -4.20655 -1.72639
C -3.30013 0.01382 2.46278
C -1.47235 -3.23880 -2.88393
C -4.56222 5.40084 0.28254
C 1.56916 -5.62062 0.67929
C 3.50712 3.94476 -3.29156
C 3.30633 3.19860 -2.00408
C 1.60296 3.92078 1.81103
C 0.93579 2.84120 4.01888
C 1.80375 -4.20341 1.18746
C 0.73122 -3.85351 2.25348
C -2.49471 4.13631 -0.19107
C 1.43841 -1.04499 -3.46849
C -3.94627 4.00246 0.19734
C -4.13928 -0.59543 1.35378
C 1.89533 2.61490 -1.83471
C 3.10446 -2.91351 -3.99088
C 2.43167 -2.06391 -2.92345
C 2.07625 3.10881 3.01711
B 0.18522 -0.33430 0.69499
H -4.61871 -1.50848 1.70766
H -0.51641 -3.07253 -3.38957
H -4.54381 3.47074 -0.55299
H 1.70487 1.35237 2.23174
H 0.87436 3.32639 1.27089
H 0.05491 2.42821 3.52766
H 1.87502 -2.74444 -2.27745
H 1.93167 -0.22918 -4.00759
H 0.84895 -0.56717 -2.68680
H 3.38768 3.25376 -4.13048
H -4.92796 0.09807 1.05225
H 3.93000 -3.48151 -3.56092
H -0.83956 -2.76747 -0.44058
H -2.02566 3.14550 -0.21893
H -5.59038 5.33275 0.64383
H 1.45372 -6.31284 1.50940
H -2.57336 -0.70173 2.86429
H -3.57220 2.64480 1.55851
H 2.35111 -3.55651 -4.44039
H 1.27456 2.18020 4.81643
H -1.79881 -2.23489 -2.59665
H -4.03394 6.07797 0.95688
H 3.54308 -2.31264 -4.79347
H -1.91106 0.97245 1.42173
H -2.33478 4.65188 -1.13703
H 4.09459 -1.03515 -2.56283
H 1.14935 3.41094 -1.85806
H -4.98779 1.06617 3.34451
H -4.60288 -0.38420 4.17693
H 0.75483 -1.48166 -4.19847
H -0.84776 -5.12206 -2.06813
H 2.43427 -5.94040 0.09249
H 1.15672 4.87537 2.10570
H -2.92006 -3.66526 -0.39825
H -2.14344 -3.54385 -3.69439
H 1.67157 1.85090 -2.58107
H -3.52528 -0.77435 0.47088
H -4.57413 5.90832 -0.68660
H -2.49364 -5.35896 -0.35069
H 1.10977 -2.97606 2.76928
H 2.58061 -1.34120 2.66258
H 3.50535 3.84896 -1.14562
H 2.43356 4.18546 1.15422
H 4.15010 1.64753 -1.14045
H 2.90327 3.56772 3.55498
H -3.57007 1.04930 4.37324
H 2.77555 -4.22958 1.67897
H -0.24387 -3.68367 1.80051
H 0.87668 -3.19921 -0.20722
H -3.44648 -4.76687 -1.71666
H 0.67168 -5.63385 0.05668
H 4.51537 4.36227 -3.33612
H -1.94969 4.70118 0.56934
H 0.61759 3.75306 4.53732
H 0.63490 -4.68102 2.95341
H 1.77787 2.11462 -0.87130
H 2.84709 4.79066 -3.48045
```

Properties
<S²>: 3.756
HOMO energy (alpha / beta), eV: -8.5 / -9.3
DFT total energy, eV: -76322.4822
Charge: 0
2S+1: 4
Relative energy (zero: lowest compared OMol25 entry of this formula, charge and spin), kcal per mole: 3.7

Results of the Löwdin charge analysis, in e, for atoms 1 through 6:
1. V 1.10
2. F 0.18
3. F 0.13
4. F 0.13
5. F 0.05
6. O -0.07

Molecular formula: C21H57F6N5O8
Method: DFT, the ωB97M-V functional and the def2-TZVPD basis

Geometry as XYZ:
```
97
Properties=species:S:1:pos:R:3
F 8.13147 -1.94359 -6.01344
F 9.82624 -3.24534 2.03406
F 10.60825 -3.88984 0.18148
F 9.70647 -1.92260 -7.52262
F 11.79833 -2.64997 1.37724
F 10.08560 -1.10665 -5.58238
O 9.79598 -1.61422 -1.15737
O 10.44252 -0.39946 0.73078
O 15.40848 1.68548 1.55216
O 9.36600 -4.02586 -4.59024
O 10.94000 0.96674 -1.88666
O 11.15840 -8.10083 -2.31250
O 16.78414 -0.71377 -3.18302
O 11.43311 -3.64043 -5.63639
N 13.25803 -0.42170 -0.75297
N 12.43200 -5.41299 -1.74830
N 11.66793 -2.98883 -2.79454
N 7.64361 -2.48983 -2.90293
N 14.09981 -1.81501 -2.99515
C 9.48023 -2.11394 -6.21504
C 13.37831 -0.13972 -4.61424
C 10.53875 1.93928 1.45666
C 17.80586 0.06557 -2.59811
C 10.34291 1.41856 -3.09422
C 9.63087 0.72839 1.03543
C 9.97301 -3.50630 -5.76961
C 12.57030 -6.17367 -2.98811
C 14.05849 -0.10828 0.42377
C 15.64757 0.10598 -3.54590
C 15.03999 -1.23449 0.59797
C 14.65587 1.30181 0.38894
C 12.27589 -3.06347 -6.70486
C 14.59738 1.86515 2.70156
C 13.99487 -5.90131 -3.53895
C 10.93405 -9.53094 -2.11221
C 12.41905 -7.68631 -2.82601
C 14.58625 -0.87254 -4.00775
C 10.50257 -2.86193 0.95597
C 13.69803 -3.58652 -6.62712
C 9.80093 -1.62199 0.27496
H 15.12863 -1.42849 -4.77250
H 12.47348 -0.70852 -4.82840
H 18.61785 -0.61999 -2.35566
H 14.33587 -3.19391 -7.41904
H 11.80398 -5.86673 -3.69990
H 18.11211 0.88378 -3.24991
H 13.18369 -8.02951 -2.12913
H 13.59321 0.24737 -5.61027
H 14.06099 -4.83507 -3.75542
H 11.11067 -10.16561 -2.98060
H 11.05625 -2.50255 -2.15464
H 14.12777 -3.37372 -5.64828
H 8.92575 0.56077 1.84956
H 13.01814 0.65508 -3.96104
H 12.04786 -3.80367 -2.33433
H 8.81798 -1.52305 0.73554
H 15.23228 2.14616 3.54181
H 13.15819 -5.66925 -1.09478
H 10.20232 0.57583 -3.77107
H 13.35993 -0.20733 1.25462
H 14.19178 0.92622 3.07838
H 10.38874 0.27698 -1.50991
H 15.29774 1.30221 -0.49203
H 13.69937 -4.66265 -6.80042
H 10.82625 2.57416 0.61858
H 9.88543 -9.63968 -1.83533
H 11.47427 -9.99898 -1.28928
H 15.62209 -1.20226 1.51896
H 15.89452 -1.14201 -0.07235
H 9.47967 2.03605 -2.84599
H 13.85634 2.65579 2.58389
H 9.69064 -4.18872 -6.57127
H 14.57542 -2.20941 0.45031
H 6.98374 -3.07565 -2.41151
H 14.10557 -6.37962 -4.51212
H 14.85634 -6.05189 -2.88833
H 9.86265 2.45138 2.14130
H 12.63286 -8.16763 -3.78032
H 12.73764 0.38791 -1.05928
H 17.52956 0.54013 -1.65655
H 11.17202 -3.31157 -3.61308
H 8.34381 -2.16465 -2.25173
H 14.94144 -2.25487 -2.65124
H 8.97543 0.99717 0.20703
H 12.56260 -1.12508 -0.54867
H 12.45464 -2.44531 -3.11979
H 11.96227 -3.21284 -7.73803
H 15.97638 0.77422 -4.34179
H 12.29821 -1.97373 -6.71309
H 11.44937 1.75733 2.02741
H 13.87726 2.04249 0.20658
H 7.08682 -1.79464 -3.37917
H 8.07424 -3.07957 -3.60069
H 11.59624 -5.78104 -1.31686
H 15.26903 0.72846 -2.73515
H 13.82662 -1.20515 -2.23782
H 11.11817 2.04925 -3.52931
```

Properties
HOMO energy, eV: -8.2
DFT total energy, eV: -62834.0844
Charge: 0
Relative energy (zero: lowest compared OMol25 entry of this formula, charge and spin), kcal per mole: 55.5

Results of the Löwdin charge analysis, in e, for atoms 1 through 6:
1. F 0.10
2. F 0.15
3. F 0.17
4. F 0.13
5. F 0.10
6. F 0.13

Molecular formula: C21H57N3O9
Method: DFT, the ωB97M-V functional and the def2-TZVPD basis

Geometry as XYZ:
```
90
Properties=species:S:1:pos:R:3
O 34.29377 14.31448 -9.93767
O 35.76110 21.73130 -12.36389
O 38.78176 16.93837 -10.63246
O 33.87094 16.91201 -18.56168
O 37.17537 16.37710 -8.22550
O 35.79591 17.20974 -12.66260
O 33.49422 27.55703 -14.11284
O 32.96342 20.44561 -15.65292
O 37.78525 16.78328 -14.64408
N 34.28036 24.10363 -13.23186
N 32.71212 19.50638 -18.49400
N 34.83548 16.99601 -9.49536
C 33.65696 23.08250 -12.43327
C 33.48901 25.30983 -13.35291
C 38.17974 15.85165 -7.40285
C 38.79416 15.70421 -11.32026
C 33.48751 16.63386 -9.86423
C 35.06052 16.93957 -19.31307
C 32.31141 21.69353 -15.71706
C 38.64751 17.89405 -14.60003
C 34.25278 26.37315 -14.12751
C 34.95513 17.27212 -8.06901
C 34.33956 21.74140 -12.53389
C 32.69428 17.16276 -19.33188
C 34.66452 14.29045 -11.31095
C 36.22085 22.58268 -11.32787
C 36.41327 17.44351 -7.67291
C 32.18059 19.35161 -16.07698
C 31.66557 19.45896 -17.48960
C 34.08136 28.57479 -14.88453
C 32.52991 18.63437 -19.63839
C 34.76942 17.96953 -13.29749
C 33.17528 15.11770 -9.69444
H 37.00087 16.93575 -14.10215
H 35.16723 18.48621 -14.17380
H 32.21876 22.02986 -16.75456
H 34.45917 26.05794 -15.15777
H 38.62868 16.61565 -6.75288
H 30.95997 18.63144 -17.66866
H 36.83765 18.39117 -8.02557
H 38.12302 15.72376 -12.18605
H 38.98950 15.46400 -8.01917
H 35.45469 16.21614 -9.69386
H 34.54538 16.45578 -7.45816
H 33.32737 16.89364 -10.91688
H 39.31525 17.83519 -15.45902
H 33.67041 29.53108 -14.55203
H 33.67110 23.35954 -11.36988
H 34.39063 18.74906 -12.63220
H 31.34019 21.72742 -15.21451
H 30.99035 20.31625 -17.64036
H 31.30139 19.21456 -15.41965
H 35.83960 16.43772 -18.74093
H 34.60802 23.74158 -14.11700
H 37.98939 17.00006 -10.08701
H 37.27930 22.37541 -11.19558
H 32.34420 14.84992 -10.36231
H 34.35230 13.35920 -11.79349
H 33.19981 25.71338 -12.38387
H 39.23489 17.92365 -13.67489
H 32.75292 17.19421 -9.28597
H 38.11167 18.84983 -14.67264
H 35.15812 28.62110 -14.69114
H 35.40107 17.96451 -19.51595
H 32.79912 18.46094 -15.96138
H 32.55274 25.09696 -13.90462
H 33.63203 19.37364 -18.09693
H 38.51429 14.82988 -10.71731
H 34.96343 16.41752 -20.27353
H 39.80561 15.52600 -11.68244
H 35.21738 26.51196 -13.61468
H 34.02539 21.07800 -11.71483
H 35.91074 17.55301 -11.76898
H 37.79549 15.06176 -6.74609
H 36.08568 23.63541 -11.58845
H 35.75032 14.36972 -11.34316
H 32.85014 14.91609 -8.67104
H 33.85523 28.47825 -15.94919
H 33.92616 17.33721 -13.58205
H 34.18572 21.25914 -13.50067
H 31.52803 18.81278 -20.05037
H 35.68795 22.37946 -10.38771
H 34.20777 15.12022 -11.85028
H 31.89150 16.75905 -18.71670
H 33.02403 22.35306 -15.21857
H 36.50101 17.43457 -6.58154
H 34.46352 18.22406 -7.85424
H 33.18696 18.98019 -20.44085
H 32.58155 22.97320 -12.66107
H 32.75011 16.57182 -20.25515
```

Properties
Structure (SMILES): COCCNCCOC.COCCNCCOC.COCCNCCOC.CO.CO.CO
HOMO energy, eV: -8.6
DFT total energy, eV: -45593.5955
Charge: 0
Relative energy (zero: lowest compared OMol25 entry of this formula, charge and spin), kcal per mole: 14.6

Results of the Löwdin charge analysis, in e, for atoms 1 through 6:
1. O -0.19
2. O -0.20
3. O -0.12
4. O -0.20
5. O -0.23
6. O -0.14